# 1
The following is a DFT calculation (the ωB97M-V functional and the def2-TZVPD basis) of a structure of composition C56H45BrFGeNO4OsP3S.

The geometry in XYZ format:
```
114
Properties=species:S:1:pos:R:3:lowdin_charge:R:1
Os -0.19665 1.08075 -0.82444 1.03
F 0.48297 -3.45234 2.39773 -0.30
Ge 0.30020 -1.94104 1.40166 1.04
C 2.04745 -1.14550 2.03536 -0.27
C 2.90962 -1.99465 2.71698 -0.10
C 4.11811 -1.54505 3.22301 -0.06
C 4.50149 -0.23320 3.00919 -0.06
C 3.64872 0.62980 2.34502 -0.07
C 2.40736 0.19347 1.88162 -0.38
P 1.21964 1.43222 1.25069 1.00
C 2.18983 2.98409 1.29710 -0.40
C 2.84605 3.46286 0.17083 -0.14
C 3.59386 4.62502 0.22900 -0.06
C 3.70901 5.31664 1.42308 -0.06
C 3.08273 4.82977 2.55749 -0.06
C 2.32407 3.67501 2.50318 -0.08
C 0.15315 1.69400 2.70968 -0.38
C -0.74449 2.75696 2.62402 -0.15
C -1.54188 3.09038 3.70096 -0.06
C -1.43363 2.37700 4.88468 -0.07
C -0.52998 1.33209 4.98001 -0.06
C 0.26190 0.98102 3.89903 -0.07
C -1.27299 -1.23431 2.43566 -0.27
C -1.40623 -1.69618 3.73721 -0.10
C -2.40938 -1.21704 4.56353 -0.07
C -3.26572 -0.23215 4.10615 -0.06
C -3.14887 0.22805 2.80673 -0.07
C -2.17228 -0.28256 1.95814 -0.40
P -2.17283 0.12324 0.17435 0.98
C -2.85375 -1.46686 -0.45092 -0.35
C -3.58630 -2.30195 0.39545 -0.08
C -4.18365 -3.44394 -0.10725 -0.06
C -4.09562 -3.74901 -1.45599 -0.07
C -3.37327 -2.92347 -2.29809 -0.07
C -2.74714 -1.79457 -1.80004 -0.10
C -3.66065 1.18716 0.03954 -0.36
C -4.89469 0.70331 -0.38404 -0.07
C -5.99520 1.54569 -0.43026 -0.06
C -5.87742 2.88009 -0.08556 -0.06
C -4.64781 3.36882 0.32988 -0.06
C -3.55188 2.53012 0.39538 -0.13
C -0.01270 -2.97081 -0.30209 -0.27
C -0.64665 -4.19229 -0.12809 -0.09
C -0.92649 -5.00880 -1.21073 -0.06
C -0.59022 -4.59435 -2.48834 -0.06
C 0.04631 -3.38047 -2.67356 -0.07
C 0.36028 -2.56890 -1.58367 -0.39
P 1.19017 -0.97587 -1.83294 1.06
C 2.80497 -1.15849 -0.99236 -0.38
C 3.61201 -0.02422 -0.99674 -0.11
C 4.91349 -0.08201 -0.53939 -0.06
C 5.42523 -1.28466 -0.07785 -0.06
C 4.62243 -2.41388 -0.05585 -0.06
C 3.31323 -2.35621 -0.50272 -0.11
C 1.84927 -1.07839 -3.53916 -0.33
C 2.78141 -2.09386 -3.77386 -0.09
C 3.34083 -2.24656 -5.02626 -0.06
C 2.98453 -1.39067 -6.05621 -0.06
C 2.06324 -0.38443 -5.82688 -0.05
C 1.49596 -0.22137 -4.57170 -0.07
H 2.62443 -3.02365 2.86282 0.10
H 4.75851 -2.22028 3.77206 0.12
H 5.45459 0.12618 3.36758 0.12
H 3.95258 1.65520 2.19539 0.11
H 2.75051 2.94559 -0.76832 0.06
H 4.07549 4.99162 -0.66262 0.11
H 4.27949 6.23107 1.47034 0.11
H 3.18003 5.35063 3.49771 0.11
H 1.84457 3.30685 3.39725 0.11
H -0.77240 3.35128 1.72264 0.01
H -2.23134 3.91655 3.62004 0.11
H -2.04121 2.64485 5.73559 0.11
H -0.43092 0.78616 5.90588 0.12
H 0.96871 0.16932 3.99582 0.11
H -0.71822 -2.44447 4.09922 0.11
H -2.51493 -1.60779 5.56354 0.11
H -4.04013 0.16687 4.74427 0.12
H -3.83215 0.98198 2.44673 0.11
H -3.69648 -2.06977 1.44562 0.11
H -4.73785 -4.09356 0.55331 0.11
H -4.59985 -4.61812 -1.84859 0.11
H -3.30074 -3.13870 -3.35265 0.12
H -2.17463 -1.17379 -2.47007 0.07
H -5.02391 -0.32674 -0.68106 0.10
H -6.94959 1.14820 -0.73980 0.11
H -6.73036 3.54251 -0.14016 0.11
H -4.53733 4.40685 0.60258 0.11
H -2.60005 2.92254 0.71603 0.05
H -0.91097 -4.51643 0.86684 0.11
H -1.41281 -5.96013 -1.05483 0.12
H -0.81985 -5.21696 -3.34080 0.12
H 0.30709 -3.05972 -3.67189 0.11
H 3.21144 0.90329 -1.38146 0.07
H 5.52652 0.80726 -0.55176 0.12
H 6.44820 -1.34251 0.26123 0.11
H 5.01966 -3.35184 0.30218 0.12
H 2.69924 -3.24689 -0.47943 0.12
H 3.06370 -2.76633 -2.97629 0.10
H 4.05727 -3.03588 -5.19342 0.11
H 3.42624 -1.51095 -7.03291 0.11
H 1.78145 0.28427 -6.62457 0.11
H 0.76649 0.55719 -4.41232 0.07
O 2.01270 3.17027 -3.68887 0.19
C 1.50124 2.56403 -2.84655 -0.54
N 1.14562 1.91966 -1.90316 -0.20
C -3.22263 1.36619 -4.01554 -0.08
S -1.60342 1.55395 -3.25971 0.42
O -0.82484 2.44028 -4.06625 -0.27
O -0.99756 0.22003 -3.08434 -0.47
O -1.89629 2.05118 -1.88952 -0.57
H -3.10252 0.91826 -4.99157 0.08
H -3.62955 2.36337 -4.10832 0.08
H -3.83099 0.75515 -3.36053 0.06
Br -0.33339 4.25834 -0.71473 0.47
```

The total charge is +1. The HOMO energy (alpha / beta) is -10.034 / -11.107 eV. As for the multiplicity: 5. For the lowest unoccupied orbital energy (alpha / beta), the calculation gives -2.71 / -5.75 eV. As for the strongest force on any atom: 2.00 eV/A.


# 2
The following is a DFT calculation (the ωB97M-V functional and the def2-TZVPD basis) of a structure of composition C57H50GaN6OPTe.

The geometry in XYZ format:
```
117
Properties=species:S:1:pos:R:3:lowdin_charge:R:1
Ga -0.39701 -0.33907 0.41006 0.38
C 3.74293 -3.69635 1.27285 0.01
N 2.34549 -3.26359 1.24289 -0.03
C 1.88220 -2.09471 0.75960 -0.40
N 0.55410 -2.07024 0.86223 0.10
C 0.14856 -3.25776 1.41562 -0.12
C 1.26992 -4.01465 1.66736 -0.08
C 1.37998 -5.36463 2.24333 -0.18
C 2.17339 -5.59886 3.36579 -0.04
C 2.24806 -6.87070 3.91139 -0.06
C 1.52694 -7.91202 3.34383 -0.06
C 0.72875 -7.68156 2.23200 -0.05
C 0.65355 -6.41213 1.68092 -0.01
C -1.27236 -3.60350 1.62446 -0.19
C -2.07631 -3.89405 0.52603 -0.05
C -3.41388 -4.20557 0.70803 -0.06
C -3.95186 -4.22860 1.98838 -0.06
C -3.14950 -3.94835 3.08537 -0.05
C -1.80934 -3.63754 2.90554 -0.01
P 2.88482 -0.72118 0.09935 1.22
C 1.84664 -0.39211 -1.36383 -0.40
N 0.51581 -0.35939 -1.36283 0.07
C 0.08190 -0.22004 -2.65733 -0.16
C 1.19364 -0.12074 -3.46072 -0.10
N 2.28751 -0.23980 -2.62595 -0.02
C 3.68716 -0.22439 -3.05721 0.02
C 1.30265 0.03951 -4.92165 -0.20
C 0.81573 -0.95345 -5.76774 -0.02
C 0.88898 -0.78709 -7.14176 -0.05
C 1.44706 0.36720 -7.67480 -0.05
C 1.93257 1.35996 -6.83461 -0.06
C 1.85880 1.19908 -5.45909 -0.04
C -1.34082 -0.27085 -3.02944 -0.16
C -2.17367 -1.19753 -2.40550 -0.05
C -3.50929 -1.29326 -2.76506 -0.07
C -4.02530 -0.46164 -3.74700 -0.05
C -3.19771 0.45873 -4.37979 -0.04
C -1.86047 0.54725 -4.03243 -0.02
C 2.19462 0.55441 1.20871 -0.41
N 0.91435 0.64011 1.58364 0.06
C 0.83415 1.57905 2.59285 -0.15
C 2.10031 2.08632 2.79407 -0.10
N 2.93105 1.42244 1.92154 -0.03
C 4.37099 1.65070 1.78367 0.01
C 2.56147 3.16265 3.68795 -0.20
C 3.53222 2.92457 4.65952 -0.04
C 3.93424 3.94825 5.50380 -0.06
C 3.36753 5.20960 5.38219 -0.06
C 2.39910 5.44949 4.41671 -0.05
C 1.99535 4.42988 3.56953 -0.01
C -0.37548 1.88676 3.37535 -0.16
C -0.27085 2.06628 4.75596 -0.01
C -1.39476 2.35961 5.50921 -0.05
C -2.63774 2.47312 4.89967 -0.05
C -2.75124 2.28417 3.53066 -0.05
C -1.62425 1.99348 2.77827 -0.07
H 4.29468 -3.19229 0.48411 0.07
H 3.78006 -4.76974 1.11000 0.11
H 4.19660 -3.46875 2.23513 0.10
H 2.71355 -4.78167 3.82937 0.12
H 2.86078 -7.04767 4.78506 0.11
H 1.58367 -8.90357 3.77255 0.11
H 0.16428 -8.49249 1.79189 0.11
H 0.03007 -6.22882 0.81491 0.12
H -1.64676 -3.88999 -0.46993 0.11
H -4.03556 -4.44382 -0.14528 0.11
H -4.99513 -4.47666 2.13175 0.11
H -3.56667 -3.97451 4.08314 0.11
H -1.18017 -3.41832 3.75968 0.12
H 3.72255 -0.45210 -4.11792 0.10
H 4.24883 -0.97702 -2.51029 0.08
H 4.12918 0.75577 -2.88828 0.11
H 0.37517 -1.84922 -5.34730 0.13
H 0.51096 -1.55945 -7.79782 0.12
H 1.50289 0.49409 -8.74757 0.12
H 2.36446 2.26038 -7.25030 0.11
H 2.22162 1.98124 -4.80089 0.12
H -1.77761 -1.86360 -1.64537 0.09
H -4.14543 -2.02028 -2.27702 0.12
H -5.06801 -0.53410 -4.02591 0.12
H -3.59532 1.10909 -5.14747 0.12
H -1.22156 1.25664 -4.54393 0.11
H 4.58629 2.67673 2.06679 0.11
H 4.66875 1.49300 0.75104 0.08
H 4.93063 0.97820 2.43096 0.11
H 3.95688 1.93339 4.77207 0.12
H 4.68318 3.76045 6.26117 0.11
H 3.68006 6.00654 6.04349 0.11
H 1.95845 6.43275 4.32325 0.11
H 1.23770 4.60876 2.81584 0.12
H 0.68927 1.96583 5.24450 0.12
H -1.30139 2.49478 6.57846 0.12
H -3.51381 2.70284 5.49115 0.11
H -3.71704 2.36204 3.04793 0.11
H -1.72512 1.84049 1.71380 0.00
C -3.29432 -0.04794 0.53317 -0.14
O -2.06654 -0.66130 0.87588 -0.24
H -3.52013 -0.14957 -0.53028 0.06
H -3.31903 1.01270 0.78584 0.04
H -4.07466 -0.54515 1.11016 0.10
C -0.36769 3.29290 -2.58645 -0.41
Te -0.57644 2.86376 -0.50387 1.42
C -2.56662 3.64000 -0.69249 -0.38
C -2.73134 4.02688 -2.14274 -0.28
C -3.94307 4.55662 -2.58507 -0.03
C -4.11455 4.89954 -3.91391 -0.06
C -3.07364 4.71952 -4.81811 -0.07
C -1.86729 4.19962 -4.38405 -0.04
C -1.69036 3.85042 -3.04563 -0.29
H -0.11263 2.37726 -3.11816 0.02
H 0.44153 4.01004 -2.71547 0.06
H -2.68504 4.48747 -0.02031 0.07
H -3.27672 2.86685 -0.41396 0.05
H -4.75379 4.69980 -1.88083 0.12
H -5.05763 5.31193 -4.24672 0.11
H -3.20183 4.99322 -5.85691 0.11
H -1.04983 4.06923 -5.08452 0.12
```

The total charge is +2. The HOMO energy is -12.677 eV. For the lowest unoccupied orbital energy, the calculation gives -4.91 eV. The calculation puts the energy relative to the best compared isomer or geometry (same formula, charge and spin) at 0.0000 eV. As for the strongest force on any atom: 0.30 eV/A.